C34H80N10O12 | ωB97M-V/def2-TZVPD

```
136
Properties=species:S:1:pos:R:3:forces:R:3
O -0.233 -14.257 3.202 0.60 -0.70 0.40
O 7.021 -12.933 -2.361 0.19 0.36 -0.49
O -1.357 -12.918 -12.868 -0.72 0.06 -0.26
O -0.039 -9.445 -1.598 1.01 1.03 -0.38
O 3.829 -18.230 -1.791 0.63 -0.83 1.41
O -8.472 -15.608 -3.952 2.03 -0.32 0.00
O -2.797 -9.956 -1.257 -0.99 -1.41 -0.93
O -2.470 -19.703 -3.054 -0.98 1.14 1.17
O 2.582 -6.076 -8.742 -0.63 0.12 1.21
O 1.846 -18.661 -10.921 0.31 -1.62 -2.59
O -2.478 -3.241 -5.367 -0.18 -0.33 1.24
O -0.845 -14.035 -5.591 0.12 -1.27 0.30
N 0.321 -15.380 5.110 0.23 -0.21 0.36
N -3.410 -12.548 -12.058 -2.81 -0.62 1.19
N 2.661 -18.372 -8.891 0.30 0.25 1.07
N -0.696 -13.160 -3.474 0.19 -0.49 0.37
N -6.551 -16.501 -3.167 0.98 -0.68 0.97
N -1.007 -21.195 -3.726 1.60 -1.49 -0.18
N 0.467 -5.927 -7.945 -0.27 0.15 0.71
N -4.274 -3.341 -4.004 -0.78 -0.64 1.32
N 3.995 -19.323 0.222 0.10 0.72 0.62
N 5.527 -14.436 -3.054 -0.07 -1.10 -0.64
C 3.702 -18.165 1.076 -0.12 -0.38 0.15
C -2.208 -19.866 -5.435 0.86 -1.10 0.35
C -7.127 -16.968 -1.890 0.11 0.72 -0.87
C -0.814 -8.865 -0.557 0.11 -1.85 0.37
C 1.565 -14.660 5.421 -0.24 0.40 -0.84
C 1.790 -5.645 -7.896 0.94 -0.42 -1.44
C -2.842 -5.303 -4.106 -0.13 1.16 -0.13
C -0.697 -21.760 -2.370 -0.97 1.38 -0.28
C -1.888 -20.211 -3.976 -0.47 0.40 0.00
C -1.184 -11.728 -5.386 0.11 -0.91 0.45
C -3.124 -3.825 -4.489 0.58 -0.58 -2.38
C -0.449 -14.425 -2.811 -0.01 -0.92 0.10
C -3.495 -13.745 -11.244 -0.11 -0.15 0.13
C 1.107 -8.646 -1.925 -0.07 0.15 -0.93
C 1.809 -18.067 -9.895 -0.09 1.26 1.65
C -4.894 -2.068 -4.322 0.62 -0.26 0.06
C -1.867 -9.941 -0.200 -0.34 1.09 0.29
C 4.130 -19.223 -1.105 -1.15 0.13 -2.42
C -0.461 -15.160 4.004 -0.52 2.11 0.30
C -3.713 -11.078 -1.172 0.43 0.31 0.22
C 4.787 -13.464 -3.786 -0.82 -0.31 0.03
C -2.481 -10.905 -13.450 0.57 0.92 -0.41
C -2.382 -12.240 -12.802 2.68 0.04 -0.41
C -7.254 -15.859 -4.095 -3.11 1.05 -1.52
C -6.516 -15.380 -5.363 0.41 -0.23 0.38
C 7.483 -15.231 -1.850 -1.31 0.05 -1.09
C 2.218 -4.680 -6.823 -0.33 0.23 -0.45
C -1.728 -15.959 3.804 0.55 -0.55 0.39
C -0.122 -6.878 -8.842 0.05 -0.23 -0.55
C 6.672 -14.095 -2.469 1.16 0.25 1.79
C 2.588 -17.887 -7.512 -0.17 0.12 0.14
C -0.902 -13.109 -4.814 0.18 1.32 -0.39
C 0.809 -16.973 -9.734 -0.20 0.93 0.10
C 4.600 -20.476 -1.849 0.71 0.26 0.10
H 1.740 -14.567 6.493 -0.24 -0.29 -0.06
H 3.320 -17.314 0.511 0.01 -0.40 -0.27
H 0.708 -16.542 -10.730 -0.53 -0.32 0.00
H 1.570 -17.849 -7.125 -0.22 -0.41 -0.26
H 8.532 -15.101 -2.119 -0.13 -0.08 0.40
H -0.562 -7.738 -8.337 -0.27 0.20 0.33
H -3.288 -14.644 -11.824 0.86 0.26 0.02
H 1.525 -13.651 5.010 -0.28 0.00 0.02
H 7.255 -15.302 -0.786 0.43 0.10 -0.02
H -2.856 -13.581 -10.377 0.13 -0.74 0.02
H -0.112 -17.416 -9.355 -0.19 0.18 -0.24
H -3.639 -5.640 -3.443 0.38 -0.35 0.17
H 1.460 -4.549 -6.050 0.21 -0.16 0.15
H -1.378 -16.644 3.032 -0.69 -0.41 -0.09
H -6.449 -14.292 -5.336 0.35 0.01 0.41
H 0.020 -16.025 5.826 -0.16 -0.01 -0.44
H -5.648 -16.882 -3.411 -0.08 0.26 0.00
H -4.050 -11.790 -11.869 -0.13 -0.35 -0.08
H -0.160 -5.278 -7.492 0.13 -0.26 0.25
H 1.921 -8.533 -1.210 -0.38 -0.48 0.87
H 0.846 -7.625 -2.203 -0.46 0.16 0.05
H 3.152 -18.523 -6.831 0.04 -0.11 -0.27
H 4.588 -17.822 1.609 0.10 -0.11 0.00
H 1.058 -16.111 -9.116 0.28 -0.34 0.44
H -6.963 -15.536 -6.345 -0.69 -0.59 0.45
H 2.923 -16.864 -7.340 0.45 0.10 -0.47
H 2.281 -3.735 -7.362 0.33 0.23 0.20
H -0.876 -6.355 -9.431 -0.04 -0.35 -0.25
H -1.614 -22.134 -1.914 0.03 -0.61 -0.31
H -2.858 -5.894 -5.022 -0.06 0.10 0.00
H -2.425 -9.666 0.695 0.17 0.30 0.47
H 7.040 -16.086 -2.361 0.63 -0.66 0.34
H -2.273 -10.121 -12.722 0.05 -0.04 0.29
H -4.213 -11.342 -2.104 0.33 0.73 -0.37
H 0.113 -15.095 -3.461 0.00 0.20 -0.18
H 5.025 -21.260 -1.222 -0.01 0.07 0.15
H 2.432 -15.110 4.938 0.01 -0.28 0.14
H -7.719 -17.861 -2.088 0.06 -0.06 0.44
H -6.307 -17.103 -1.185 -0.11 -0.39 -0.14
H 3.893 -20.949 -2.532 -0.42 0.41 0.28
H -1.363 -14.966 -2.566 -0.31 0.10 -0.15
H 5.390 -20.085 -2.491 0.16 -0.21 -0.04
H -3.196 -11.995 -0.889 0.26 0.00 0.26
H -4.192 -1.282 -4.044 -0.12 0.20 -0.37
H -2.565 -15.361 3.443 0.48 0.19 -0.16
H -1.896 -11.255 -4.709 0.02 0.56 -0.42
H 0.645 -7.323 -9.476 0.03 0.46 -0.15
H -2.084 -16.491 4.686 0.26 -0.24 -0.03
H -0.602 -21.626 -4.545 0.15 -0.14 0.41
H -0.106 -8.674 0.250 -0.33 0.07 0.54
H 2.950 -18.466 1.805 0.00 0.13 0.04
H -1.474 -20.435 -6.005 -0.28 0.09 -0.63
H -0.746 -12.311 -2.930 -0.02 -0.10 -0.17
H -4.504 -13.989 -10.909 -0.22 0.82 0.09
H -1.331 -7.938 -0.804 0.06 0.09 -0.44
H 5.099 -15.344 -2.939 0.49 0.02 -0.01
H 4.003 -14.056 -4.257 -0.46 0.55 0.04
H -1.556 -11.960 -6.384 -0.23 0.54 0.15
H -4.511 -10.891 -0.453 0.06 0.13 0.27
H 4.212 -20.208 0.656 0.03 0.30 -0.06
H -7.762 -16.178 -1.489 -0.13 -0.14 -0.15
H 3.350 -19.047 -9.192 -0.01 -0.02 0.45
H -3.457 -10.652 -13.864 0.10 -0.27 -0.28
H 1.609 -9.043 -2.808 -0.37 -0.41 -0.05
H -5.126 -2.062 -5.387 -0.04 0.41 0.06
H 3.199 -4.958 -6.439 -0.20 0.08 0.02
H -0.454 -20.967 -1.662 0.31 0.38 -0.36
H -0.235 -11.197 -5.468 -0.17 0.28 0.12
H 5.354 -13.010 -4.599 0.18 0.23 0.36
H -3.210 -20.260 -5.608 0.05 0.07 -0.20
H 4.424 -12.757 -3.040 -0.34 0.51 -0.67
H -1.657 -10.843 -14.160 -0.39 0.07 -0.28
H -1.844 -5.394 -3.679 -0.18 -0.04 0.19
H -4.769 -3.992 -3.411 -0.07 0.43 -0.03
H 0.098 -14.399 -1.868 0.13 0.77 -0.12
H 0.133 -22.467 -2.340 -0.33 -0.05 -0.58
H -2.155 -18.823 -5.746 0.02 -0.02 0.59
H -1.473 -10.935 0.011 0.52 -0.03 -0.32
H -5.533 -15.849 -5.415 0.24 0.35 0.03
H -5.790 -1.938 -3.716 0.03 -0.16 -0.16
```
Positions in Å, forces in eV/Å.

HOMO-LUMO gap = 9.3 eV
HOMO level = -9.257 eV
M = 821.1 g mol⁻¹
SMILES string = CNC(C)=O.CNC(C)=O.CNC(C)=O.CNC(C)=O.CNC(C)=O.CNC(C)=O.CNC(C)=O.CNC(C)=O.CNC(C)=O.CNC(C)=O.COCCOC
Lowest unoccupied orbital energy = 0.1 eV